The following is a DFT calculation (ωB97M-V with the def2-TZVPD basis set) of C39H80BF4InN6O29 as an isolated structure in a non-equilibrium geometry.

```
160
Properties=species:S:1:pos:R:3:mulliken_charge:R:1
In -1.56075 -3.09977 -2.31446 1.4615
N 1.04726 -0.14509 -1.07789 0.0268
O 0.75443 -1.07874 -1.85566 -0.0284
O 0.18664 0.29372 -0.27851 -0.5776
O 2.14403 0.32147 -0.99701 -0.2328
N 1.42162 -5.21144 -2.51050 0.7404
O 2.50058 -5.83945 -2.50886 -0.5869
O 0.35073 -5.82693 -2.29618 -0.5612
O 1.35439 -4.02765 -2.67962 -0.2181
B -0.72442 -3.95086 0.98748 -0.4674
F -0.82155 -5.29515 1.40087 -0.3572
F -1.86059 -3.53614 0.40574 0.0664
F -0.32888 -3.19803 2.08226 -0.2146
F 0.14166 -3.83441 -0.03688 -0.0778
C -2.97005 -6.43005 -0.55314 -1.0367
O -2.92186 -5.73810 -1.82619 0.2690
C -2.93197 -6.76322 -2.85457 -0.8398
C -2.96249 -6.16478 -4.33932 -1.0149
N -1.79670 -5.27723 -4.51973 0.1498
C -1.91580 -4.63164 -5.88401 -0.5387
C -0.63164 -3.94926 -6.21276 -1.0395
O -0.29951 -3.03170 -5.15663 0.2300
C 1.00347 -2.40103 -5.10368 -0.8104
H -2.02769 -6.96961 -0.45871 0.3820
H -3.74651 -7.18095 -0.40700 0.3794
H -3.10053 -5.72389 0.26688 0.1424
H -3.74174 -7.49282 -2.84629 0.4991
H -2.00570 -7.33449 -2.91585 0.4167
H -3.90559 -5.65616 -4.53925 0.4719
H -2.97591 -7.04286 -4.98500 0.4251
H -0.99857 -5.88646 -4.41062 0.0796
H -2.80799 -4.01330 -5.98274 0.3777
H -2.06871 -5.42497 -6.61568 0.4352
H -0.64101 -3.47067 -7.19203 0.3732
H 0.18658 -4.66020 -6.32762 0.4830
H 1.25332 -1.96411 -4.13684 -0.3520
H 1.02861 -1.65518 -5.89814 0.4982
H 1.80729 -3.13037 -5.20389 0.5525
C 0.33344 1.82939 7.92261 -0.7300
O -1.04945 1.94135 7.80053 -0.2300
C -1.91979 1.35077 8.75682 -0.6029
C -3.37523 1.51777 8.25175 -0.5488
N -3.60665 0.87220 6.95171 -0.2502
C -4.81803 1.23572 6.24531 -0.8444
C -4.46049 1.40147 4.74703 -0.4967
O -3.78841 2.64717 4.49227 -0.3207
C -3.76020 3.08009 3.13160 -0.3694
H 0.79220 0.84106 7.89354 0.3322
H 0.79560 2.47253 8.67153 0.3438
H 0.60513 2.37541 7.01920 0.1176
H -1.76270 1.92384 9.67061 0.3639
H -1.62609 0.31790 8.94393 0.3501
H -3.63528 2.56959 8.13281 0.3640
H -4.11502 1.17400 8.97468 0.3723
H -2.90592 1.03154 6.24200 0.1395
H -5.30537 2.14450 6.59848 0.3568
H -5.47875 0.40983 6.50888 0.3940
H -5.38807 1.26459 4.19118 0.5320
H -3.84561 0.54523 4.46977 0.2119
H -4.75471 3.16927 2.69445 0.4221
H -3.12739 2.34337 2.63674 -0.0782
H -3.28997 4.04764 2.95603 0.1847
C 5.91853 4.33677 -2.47703 -0.9008
O 5.10621 3.87013 -1.41789 -0.1433
C 5.78208 3.00656 -0.47433 -1.1122
C 4.79737 2.50873 0.58971 0.4390
N 4.37733 3.64153 1.46890 -0.4393
C 3.23639 3.26626 2.29570 0.0184
C 2.59955 4.49936 2.90889 -1.0082
O 2.15949 5.40219 1.93750 -0.2182
C 1.78042 6.67128 2.42385 -1.0051
H 6.19361 3.49922 -3.11808 0.3063
H 6.86327 4.79770 -2.18874 0.3448
H 5.49072 5.17988 -3.01947 0.2812
H 6.62450 3.48004 0.02990 0.4847
H 6.13196 2.15067 -1.05150 0.4242
H 5.34723 1.73629 1.12738 0.2278
H 3.99545 2.10940 -0.03122 -0.2819
H 4.15367 4.42790 0.87586 0.3685
H 3.47949 2.70329 3.19685 0.2721
H 2.41108 2.82118 1.73994 -0.0743
H 3.34573 4.99486 3.53001 0.4982
H 1.83832 4.20531 3.63150 0.5577
H 1.14996 6.42234 3.27745 0.4513
H 1.27250 7.25768 1.65818 0.2146
H 2.60772 7.27059 2.80402 0.3123
C -5.30357 -3.69496 -0.95237 -0.7209
O -4.22091 -2.77400 -0.87418 0.2248
C -4.64068 -1.53577 -0.33894 -1.2700
C -3.50004 -0.50939 -0.04621 -0.3253
N -2.71550 -0.26947 -1.21258 1.6229
C -3.33308 0.51692 -2.25171 -0.7025
C -2.37069 0.64041 -3.44382 -0.6059
O -2.20468 -0.65002 -4.13127 0.1747
C -2.40446 -0.55494 -5.52527 -0.8731
H -6.16796 -3.36923 -1.53101 0.3065
H -5.47114 -4.08311 0.05230 0.3615
H -4.95852 -4.57761 -1.49087 -0.0527
H -5.16954 -1.68946 0.60169 0.5159
H -5.30197 -1.03536 -1.04632 0.4369
H -2.82945 -0.92625 0.70522 0.0603
H -3.79778 0.42203 0.43536 0.4293
H -1.89732 0.25877 -0.94492 -0.8192
H -3.70626 1.49468 -1.94704 0.3691
H -4.19459 -0.00645 -2.66643 0.2037
H -1.45190 1.10572 -3.08686 -0.0372
H -2.81058 1.35482 -4.13968 0.5978
H -1.76469 0.11361 -6.10132 0.3138
H -3.40994 -0.17043 -5.69633 0.4635
H -2.35994 -1.54434 -5.98048 -0.0679
C 5.46977 -0.87389 -3.05830 0.0760
C 4.05091 -1.49671 -3.17270 0.8096
O 4.39323 -2.74790 -3.74571 -0.3349
C 5.66015 -2.74216 -4.31850 0.5419
O 6.25001 -3.63475 -4.89571 -0.5794
O 6.20011 -1.56698 -4.02061 -0.3831
H 5.79515 -1.10562 -2.04414 0.2287
H 5.48126 0.18895 -3.29983 0.1489
H 3.42358 -0.93272 -3.86298 -0.0880
H 3.46151 -1.69501 -2.27750 -0.4308
C 2.92158 2.75008 -3.24468 0.7720
C 1.52951 3.01578 -2.74081 0.2915
O 0.81059 2.42489 -3.75083 -0.2221
C 1.54998 2.35732 -4.92187 0.4519
O 1.06909 2.13785 -6.08360 -0.6613
O 2.83544 2.60330 -4.63884 -0.3789
H 3.38623 1.93994 -2.68266 -0.1596
H 3.44583 3.63883 -2.89341 0.0054
H 1.38387 4.09056 -2.63241 0.1512
H 1.39090 2.44779 -1.82088 -0.2616
C 2.57213 -1.22914 1.89692 0.5785
C 3.41179 -2.04030 0.87513 1.0841
O 4.71237 -2.01214 1.45979 -0.4402
C 4.75520 -1.18257 2.56935 0.4426
O 5.76423 -0.86411 3.16846 -0.5716
O 3.43870 -0.88550 2.89556 -0.2963
H 1.69580 -1.75770 2.27211 -0.2683
H 2.22154 -0.33187 1.38692 -0.1935
H 3.46012 -1.62204 -0.13026 -0.7411
H 3.03918 -3.06376 0.91744 0.2478
C -0.88705 5.48762 0.85707 -0.0038
C -0.47589 5.17489 -0.59615 0.1620
O -1.45295 4.26359 -1.00297 -0.3710
C -2.31748 3.98400 -0.09957 0.6835
O -3.21478 3.16725 -0.16661 -0.6227
O -2.07196 4.70406 0.99321 -0.2528
H -0.97308 6.57415 0.86922 0.1822
H -0.07907 5.23215 1.54264 0.1156
H 0.48460 4.68905 -0.76790 -0.2760
H -0.54321 6.02669 -1.27291 0.3372
C -0.75735 -0.70029 4.30092 -0.1546
C -0.47216 0.39668 3.19949 0.9041
O 0.79135 0.82994 3.51097 -0.2282
C 1.18289 0.33819 4.60736 0.7366
O 2.11271 0.86929 5.25195 -0.6876
O 0.50096 -0.70262 4.95292 -0.4608
H -0.75765 -1.67040 3.80394 0.1128
H -1.54926 -0.52621 5.02940 0.3138
H -1.16066 1.22785 3.35180 -0.0814
H -0.56409 -0.03660 2.20354 -0.3713
```

**Net charge**: 0
**Calculated total energy**: -126764.29137 eV
**Gap between HOMO and LUMO**: 0.0919 Eh